[1]
Density functional theory data (wB97M-V/def2-TZVPD) for 2 unconnected molecules or ions with the total composition CH2Cl2N2.

Calculated values
* ΔE to the lowest compared entry with this formula, charge and spin: 118.72 kcal/mol
* frontier orbital gap (alpha / beta): 7.63 / 8.70 eV
* LUMO level (alpha / beta): -1.362 / -1.363 eV
* HOMO (alpha / beta): -9.0 / -10.1 eV
* largest force on an atom: 3.95 eV Å⁻¹

```
! wB97M-V def2-TZVPD RIJCOSX def2/J DEFGRID3
* xyz 0 1
C 0.338 0.443 -1.168
N -0.448 1.044 -1.905
N 0.151 -1.320 0.413
Cl -0.035 2.463 -2.872
Cl 1.210 -2.342 -0.379
H -0.727 -1.894 0.270
H 1.276 0.585 -0.768
*
```

These are the natural (NBO) partial charges, in e, on atoms 1 to 6: number 1, C, carries 0.238; number 2, N, carries -0.437; number 3, N, carries -0.536; number 4, Cl, carries 0.085; number 5, Cl, carries 0.131; number 6, H, carries 0.337

[2]
Density functional theory data (wB97M-V/def2-TZVPD) for a molecular structure, C47H52Cl4N3NdO4P3.

Calculated values
* frontier orbital gap (alpha / beta): 6.96 / 6.97 eV
* LUMO level (alpha / beta): 2.398 / 2.398 eV
* HOMO (alpha / beta): -4.6 / -4.6 eV
* <S²>: 3.752
* largest force on an atom: 2.57 eV Å⁻¹

```
! wB97M-V def2-TZVPD RIJCOSX def2/J DEFGRID3
* xyz -1 4
Nd -0.098 -0.259 0.228
C -3.423 4.637 0.552
C -1.868 4.507 0.461
C -1.083 4.787 1.779
P -1.333 2.869 -0.295
C -1.100 3.289 -2.115
C -0.928 1.983 -2.912
C -2.101 4.316 -2.750
C -2.778 1.796 -0.104
C -3.897 1.817 -0.918
C -4.954 0.948 -0.691
C -4.903 0.085 0.430
C -3.760 0.044 1.234
C -2.763 0.973 1.004
N -1.628 0.973 1.806
C -1.633 1.303 3.126
C -2.790 1.793 3.806
C -2.762 2.050 5.180
C -1.624 1.823 5.948
C -0.465 1.475 5.258
C -0.450 1.260 3.888
P 0.987 0.514 3.027
C 1.684 -0.807 4.128
C 2.584 -0.350 5.251
C 0.573 -1.751 4.732
C 2.348 1.752 3.035
C 2.406 2.742 4.223
C 2.307 2.566 1.724
H -3.657 5.568 1.082
H -3.791 3.854 1.170
H -3.909 4.609 -0.444
H -1.404 5.172 -0.267
H -1.554 4.312 2.658
H -1.184 5.862 1.969
H -0.042 4.575 1.676
H -0.148 3.788 -2.130
H -1.718 1.308 -2.637
H 0.025 1.474 -2.730
H -0.936 2.188 -4.003
H -3.124 3.935 -2.940
H -1.739 4.683 -3.734
H -2.257 5.216 -2.176
H -3.855 2.408 -1.838
H -5.834 0.884 -1.384
H -5.703 -0.645 0.579
H -3.714 -0.639 2.072
H -3.734 1.872 3.253
H -3.613 2.440 5.687
H -1.565 2.113 6.999
H 0.462 1.379 5.817
H 2.303 -1.358 3.350
H 2.032 0.252 5.971
H 3.410 0.283 4.809
H 3.030 -1.193 5.764
H 0.053 -1.118 5.431
H 0.988 -2.682 5.164
H -0.118 -2.047 3.954
H 3.273 1.174 2.939
H 1.361 3.154 4.364
H 3.125 3.518 3.950
H 2.769 2.243 5.127
H 1.461 3.263 1.853
H 2.216 1.906 0.874
H 3.278 3.111 1.602
O -3.097 -2.624 -1.876
C -2.176 -1.842 -2.031
O -1.866 -0.911 -1.232
C -1.358 -1.824 -3.291
P 0.413 -1.735 -2.880
C 0.782 -3.572 -3.053
C -0.220 -4.484 -2.673
C 0.065 -5.832 -2.677
C 1.338 -6.270 -3.047
C 2.320 -5.342 -3.380
C 2.071 -3.974 -3.377
C 1.094 -1.041 -4.453
C 0.422 -1.213 -5.621
C 0.916 -0.713 -6.780
C 2.195 -0.138 -6.851
C 2.923 -0.044 -5.654
C 2.309 -0.401 -4.430
H -1.682 -0.837 -3.752
H -1.591 -2.644 -3.986
H -1.174 -4.114 -2.346
H -0.730 -6.581 -2.425
H 1.594 -7.318 -3.116
H 3.297 -5.704 -3.737
H 2.851 -3.226 -3.540
H -0.573 -1.700 -5.504
H 0.296 -0.644 -7.662
H 2.563 0.149 -7.816
H 3.876 0.497 -5.643
H 2.781 -0.246 -3.492
Cl 6.767 -0.353 -1.927
C 5.180 -0.774 -1.338
C 4.988 -2.054 -0.866
Cl 6.134 -3.348 -1.098
C 3.745 -2.397 -0.283
Cl 3.559 -4.014 0.369
C 2.733 -1.439 -0.145
O 1.577 -1.651 0.528
C 2.889 -0.179 -0.783
O 1.827 0.604 -0.744
C 4.121 0.122 -1.347
Cl 4.445 1.756 -1.962
N -1.988 -3.216 0.814
C -1.907 -4.568 0.951
C -0.723 -4.864 1.561
C -0.108 -3.598 1.714
N -0.839 -2.626 1.245
H -2.599 -2.734 0.146
H -2.723 -5.188 0.577
H -0.337 -5.767 1.926
H 0.889 -3.384 2.121
*
```

These are the Löwdin partial charges, in e, on atoms 1 to 6: number 1, Nd, carries 1.694; number 2, C, carries -0.091; number 3, C, carries -0.500; number 4, C, carries -0.110; number 5, P, carries 1.081; number 6, C, carries -0.514

[3]
Density functional theory data (wB97M-V/def2-TZVPD) for a single C9H18O3 molecule.

Calculated values
* ΔE to the lowest compared entry with this formula, charge and spin: 137.06 kcal/mol
* frontier orbital gap: 10.38 eV
* LUMO level: 0.955 eV
* HOMO: -9.4 eV
* largest force on an atom: 6.92 eV Å⁻¹

```
! wB97M-V def2-TZVPD RIJCOSX def2/J DEFGRID3
* xyz 0 1
C 1.301 2.363 0.001
C 1.062 1.852 1.321
C -0.039 -0.230 0.428
C 1.442 -1.435 -1.274
C 2.820 -0.963 -0.780
C -1.990 -0.068 -0.787
C -3.385 0.771 -0.864
C -0.167 -1.555 1.089
C -1.191 -2.026 1.838
H 0.310 2.011 -0.689
H 2.199 1.772 -0.422
H 1.503 3.473 -0.208
H 0.064 2.161 1.529
H 1.710 2.275 2.208
H 1.140 -2.433 -0.934
H 1.409 -1.390 -2.387
H 3.545 -1.548 -1.186
H 2.923 0.151 -0.930
H 2.474 -0.915 0.337
H -2.200 -1.126 -0.345
H -1.366 -0.039 -1.788
H -3.742 0.858 -1.970
H -4.412 0.146 -0.308
H -3.294 1.827 -0.466
H 0.915 -1.758 1.333
H -0.840 -2.807 2.586
H -2.180 -1.767 1.953
O 0.925 0.466 1.208
O 0.316 -0.465 -0.875
O -1.253 0.399 0.380
*
```

These are the natural (NBO) partial charges, in e, on atoms 1 to 6: number 1, C, carries -0.629; number 2, C, carries -0.088; number 3, C, carries 0.750; number 4, C, carries -0.049; number 5, C, carries -0.659; number 6, C, carries -0.105

[4]
Density functional theory data (wB97M-V/def2-TZVPD) for a molecular structure, C37H32BO29Y.

Calculated values
* frontier orbital gap: 3.63 eV
* LUMO level: -8.690 eV
* HOMO: -12.3 eV
* largest force on an atom: 8.42 eV Å⁻¹

```
! wB97M-V def2-TZVPD RIJCOSX def2/J DEFGRID3
* xyz 2 1
Y 1.153 4.272 19.200
O -0.875 11.211 22.705
C -0.484 10.755 21.736
O 0.098 9.565 21.683
B 0.470 9.353 20.245
O 0.103 10.465 19.448
C -0.505 11.319 20.269
O -0.925 12.384 19.964
O -0.217 8.127 19.787
C 0.795 7.265 19.494
O 0.670 6.223 18.968
C 2.260 7.822 19.722
O 1.949 9.016 20.179
O 3.257 7.195 19.442
C -3.048 16.722 19.768
C -4.209 16.653 20.432
C -5.150 15.427 20.371
O -6.233 15.390 20.937
C -4.639 14.254 19.593
C -3.494 14.327 18.912
C -2.563 15.530 18.950
O -1.488 15.578 18.416
H -2.402 17.570 19.896
H -4.568 17.478 21.044
H -5.335 13.432 19.510
H -3.070 13.513 18.331
C 1.766 14.701 19.113
C 1.555 14.364 17.826
C 2.594 14.486 16.716
O 2.448 14.108 15.570
C 3.814 15.216 17.212
C 4.050 15.391 18.487
C 3.077 15.153 19.575
O 3.353 15.270 20.754
H 0.976 14.603 19.855
H 0.599 14.041 17.469
H 4.612 15.337 16.488
H 4.999 15.894 18.711
C 5.424 9.875 24.306
C 4.110 9.626 24.371
C 3.492 8.539 23.661
O 2.297 8.257 23.700
C 4.336 7.756 22.709
C 5.647 7.987 22.611
C 6.347 9.097 23.438
O 7.503 9.369 23.263
H 5.937 10.667 24.834
H 3.499 10.287 24.965
H 3.869 7.009 22.076
H 6.233 7.521 21.808
C -2.808 8.084 24.842
C -2.128 7.465 23.605
O -2.864 7.941 22.469
C -3.664 9.005 22.977
O -4.298 9.689 22.276
O -3.610 9.138 24.289
H -2.079 8.517 25.536
H -3.464 7.359 25.318
H -2.127 6.382 23.494
H -1.074 7.754 23.490
C -4.292 12.456 24.055
C -4.901 13.426 23.069
O -6.259 13.545 23.513
C -6.550 12.545 24.429
O -7.619 12.383 24.800
O -5.370 11.765 24.638
H -3.726 12.923 24.888
H -3.774 11.612 23.580
H -4.899 13.079 22.041
H -4.450 14.428 23.085
C 4.986 5.256 15.683
C 4.233 6.534 16.093
O 3.064 6.009 16.809
C 3.234 4.684 16.950
O 2.326 4.007 17.543
O 4.273 4.139 16.421
H 5.980 5.188 16.145
H 4.952 4.851 14.669
H 3.796 7.124 15.273
H 4.843 7.109 16.850
C 0.969 5.826 24.240
C 2.393 5.198 24.206
O 2.491 4.478 22.926
C 1.352 4.628 22.306
O 1.166 4.166 21.195
O 0.459 5.317 22.903
H 1.075 6.913 24.111
H 0.275 5.572 25.039
H 2.623 4.504 25.033
H 3.182 5.989 24.224
C 3.657 11.911 20.828
C 4.952 11.023 20.719
O 5.142 10.803 19.346
C 4.047 11.230 18.648
O 3.919 11.068 17.492
O 3.256 11.957 19.427
H 3.810 12.938 21.184
H 2.860 11.422 21.406
H 4.755 10.071 21.228
H 5.882 11.438 21.140
*
```

These are the Löwdin partial charges, in e, on atoms 1 to 6: number 1, Y, carries 1.957; number 2, O, carries 0.242; number 3, C, carries -0.423; number 4, O, carries 0.200; number 5, B, carries -0.878; number 6, O, carries 0.279